(1)
Entry from the OMol25 dataset: 2 unconnected molecules or ions with the total composition C5H11NO at a distorted geometry (wB97M-V/def2-TZVPD).

Bonds (Å) are listed after each position.
CARTESIAN COORDINATES (ANGSTROEM)
1 O -0.877 1.011 1.059  C5 1.262
2 N 1.586 1.745 -1.297  C7 1.267, H18 1.028
3 C -1.386 0.015 -0.962  C5 1.438, H9 1.084, H11 1.288, H16 1.088
4 C -2.007 -1.081 1.258  C5 1.503, H8 1.089, H12 1.091, H15 1.091
5 C -1.519 0.100 0.467  O1 1.262, C3 1.438, C4 1.503
6 C 2.314 -0.183 0.085  C7 1.507, H10 1.091, H13 1.093, H17 1.094
7 C 1.341 0.836 -0.449  N2 1.267, C6 1.507, H14 1.298
8 H -2.152 -1.970 0.646  C4 1.089
9 H -1.962 -0.754 -1.463  C3 1.084
10 H 3.179 -0.297 -0.569  C6 1.091
11 H -0.100 0.078 -0.951  C3 1.288
12 H -2.965 -0.825 1.713  C4 1.091
13 H 2.644 0.107 1.085  C6 1.093
14 H 0.357 1.099 0.357  C7 1.298
15 H -1.312 -1.325 2.064  C4 1.091
16 H -1.453 0.970 -1.480  C3 1.088
17 H 1.817 -1.151 0.198  C6 1.094
18 H 2.495 1.626 -1.762  N2 1.028

Calculated values
- Highest occupied orbital energy: -8.76 eV
- SMILES: [H]/N=C\C.CC(C)=O
- Total charge: 0
- HOMO-LUMO gap: 9.527 eV

Here are the Mulliken charges for atoms 1 to 6, given in e: -0.650, -0.579, -0.839, -1.237, 0.757, -1.122

***

(2)
Entry from the OMol25 dataset: C5H11NO in the gas phase at a distorted geometry (wB97M-V/def2-TZVPD).

Bonds (Å) are listed after each position.
CARTESIAN COORDINATES (ANGSTROEM)
1 O -0.076 1.723 0.622  C4 1.208
2 N -0.158 0.532 -1.395  C4 1.338, C7 1.486, H12 1.070
3 C 1.483 -0.653 1.456  C5 1.512, H8 1.091, H16 1.093, H17 1.098
4 C -0.009 0.744 -0.083  O1 1.208, N2 1.338, C5 1.686
5 C 0.276 -0.790 0.555  C3 1.512, C4 1.686, C6 1.521, H9 1.134
6 C -1.034 -1.110 1.257  C5 1.521, H11 1.091, H13 1.094, H15 1.099
7 C -0.517 1.541 -2.425  N2 1.486, H10 1.097, H14 1.102, H18 1.096
8 H 1.341 0.254 2.047  C3 1.091
9 H 0.485 -1.686 -0.107  C5 1.134
10 H -1.404 1.244 -2.997  C7 1.097
11 H -1.282 -0.259 1.894  C6 1.091
12 H 0.169 -0.457 -1.146  N2 1.070
13 H -0.973 -2.014 1.871  C6 1.094
14 H -0.754 2.501 -1.938  C7 1.102
15 H -1.845 -1.243 0.528  C6 1.099
16 H 1.596 -1.511 2.124  C3 1.093
17 H 2.408 -0.545 0.874  C3 1.098
18 H 0.296 1.730 -3.136  C7 1.096

Calculated values
- Highest occupied orbital energy: -9.56 eV
- SMILES: CNC(=O)C(C)C
- Total charge: 0
- HOMO-LUMO gap: 10.447 eV

Here are the Mulliken charges for atoms 1 to 6, given in e: -0.604, -0.178, -1.471, 0.200, 0.498, -1.457

***

(3)
Entry from the OMol25 dataset: 2 unconnected molecules or ions with the total composition C5H11NO at a distorted geometry (wB97M-V/def2-TZVPD).

Bonds (Å) are listed after each position.
CARTESIAN COORDINATES (ANGSTROEM)
1 O 1.043 -1.856 0.832  C3 1.368, H13 0.965
2 N -2.598 0.792 -1.821  C7 1.253, H10 1.015
3 C 1.324 -0.600 0.367  O1 1.368, C5 1.338, C6 1.497
4 C -1.913 0.208 0.400  C7 1.478, H8 1.090, H9 1.107, H18 1.082
5 C 1.423 -0.310 -0.936  C3 1.338, H14 1.074, H16 1.079
6 C 1.678 0.342 1.474  C3 1.497, H11 1.086, H12 1.091, H17 1.090
7 C -1.670 0.632 -0.995  N2 1.253, C4 1.478, H15 1.149
8 H -1.621 0.993 1.097  C4 1.090
9 H -1.249 -0.650 0.621  C4 1.107
10 H -2.311 1.057 -2.758  N2 1.015
11 H 1.609 1.374 1.141  C6 1.086
12 H 1.002 0.181 2.315  C6 1.091
13 H 0.918 -2.456 0.086  O1 0.965
14 H 1.839 0.627 -1.254  C5 1.074
15 H -0.548 0.644 -1.242  C7 1.149
16 H 1.331 -1.077 -1.689  C5 1.079
17 H 2.695 0.153 1.817  C6 1.090
18 H -2.953 -0.055 0.544  C4 1.082

Calculated values
- Highest occupied orbital energy: -8.78 eV
- SMILES: [H]/N=C/C.C=C(C)O
- Total charge: 0
- HOMO-LUMO gap: 9.531 eV

Here are the Mulliken charges for atoms 1 to 6, given in e: -0.476, -0.628, 0.913, -0.871, -1.265, -1.197

***

(4)
Entry from the OMol25 dataset: 2 unconnected molecules or ions with the total composition C5H11NO at a distorted geometry (wB97M-V/def2-TZVPD).

Bonds (Å) are listed after each position.
CARTESIAN COORDINATES (ANGSTROEM)
1 O 1.721 2.875 -1.400  H17 0.959, H18 0.960
2 N -1.031 0.689 -2.202  C6 1.486, H8 1.013, H13 1.012
3 C -0.404 -1.279 0.791  C5 1.332, C7 1.469, H15 1.088
4 C 0.529 -1.824 3.042  C7 1.328, H14 1.084, H16 1.081
5 C -0.285 -0.285 -0.088  C3 1.332, C6 1.483, H11 1.085
6 C -1.431 0.304 -0.824  N2 1.486, C5 1.483, H9 1.091, H12 1.093
7 C 0.675 -1.555 1.749  C3 1.469, C4 1.328, H10 1.086
8 H -1.174 -0.085 -2.840  N2 1.013
9 H -1.669 1.250 -0.336  C6 1.091
10 H 1.632 -1.169 1.411  C7 1.086
11 H 0.639 0.281 -0.130  C5 1.085
12 H -2.332 -0.313 -0.866  C6 1.093
13 H -1.622 1.443 -2.527  N2 1.012
14 H -0.326 -2.381 3.406  C4 1.084
15 H -1.278 -1.925 0.729  C3 1.088
16 H 1.371 -1.689 3.707  C4 1.081
17 H 2.446 2.257 -1.513  O1 0.959
18 H 1.419 3.103 -2.282  O1 0.960

Calculated values
- Highest occupied orbital energy: -8.60 eV
- SMILES: C=C/C=C/CN.O
- Total charge: 0
- HOMO-LUMO gap: 9.545 eV

Here are the Mulliken charges for atoms 1 to 6, given in e: -0.635, -0.559, -0.077, -0.678, -0.293, -0.406

***

(5)
Entry from the OMol25 dataset: a gas-phase ion, C5H11NO (charge +1) at a distorted geometry (wB97M-V/def2-TZVPD).

Bonds (Å) are listed after each position.
CARTESIAN COORDINATES (ANGSTROEM)
1 O -0.994 0.398 2.280  C3 1.224
2 N -0.527 -0.166 -0.374  C4 1.565, C5 1.460, C6 1.344
3 C 0.067 -0.101 1.928  O1 1.224, C5 1.462, H14 1.148
4 C -1.462 -1.337 0.078  N2 1.565, H11 1.121, H13 1.131, H15 1.079
5 C 0.564 0.079 0.565  N2 1.460, C3 1.462, C7 1.629, H16 1.176
6 C -0.159 0.074 -1.644  N2 1.344, H10 1.140, H17 1.021, H18 1.177
7 C 1.362 1.394 0.032  C5 1.629, H8 1.061, H9 1.093, H12 1.203
8 H 1.997 1.119 -0.772  C7 1.061
9 H 0.631 1.966 -0.543  C7 1.093
10 H -1.013 -0.141 -2.368  C6 1.140
11 H -0.863 -2.284 0.120  C4 1.121
12 H 1.819 1.878 1.034  C7 1.203
13 H -2.161 -1.112 0.938  C4 1.131
14 H 0.832 -0.368 2.741  C3 1.148
15 H -2.194 -1.484 -0.701  C4 1.079
16 H 1.382 -0.765 0.609  C5 1.176
17 H 0.744 -0.330 -1.898  C6 1.021
18 H -0.024 1.180 -2.026  C6 1.177

Calculated values
- Highest occupied orbital energy (alpha / beta): -14.60 / -14.60 eV
- ⟨S²⟩: 0.76
- Multiplicity: 2
- Total charge: +1
- HOMO-LUMO gap (alpha / beta): 10.535 / 6.888 eV

Here are the Mulliken charges for atoms 1 to 6, given in e: -0.413, 0.197, -0.256, -0.923, 0.521, -0.949

***

(6)
Entry from the OMol25 dataset: a gas-phase ion, C5H11NO (charge +1) at a distorted geometry (wB97M-V/def2-TZVPD).

Bonds (Å) are listed after each position.
CARTESIAN COORDINATES (ANGSTROEM)
1 O 0.973 -0.553 -2.530  C3 1.496, H8 0.954
2 N 1.206 -1.748 -0.152  C7 1.490, H11 1.026, H18 1.036
3 C 0.652 0.293 -1.338  O1 1.496, C7 1.513, H9 1.083, H12 1.091
4 C -0.851 1.238 1.025  C5 1.505, C6 1.325, H13 1.080
5 C 0.064 0.047 1.137  C4 1.505, C7 1.542, H10 1.096, H15 1.090
6 C -2.096 1.241 1.481  C4 1.325, H16 1.087, H17 1.081
7 C 0.209 -0.644 -0.234  N2 1.490, C3 1.513, C5 1.542, H14 1.102
8 H 0.400 -1.313 -2.472  O1 0.954
9 H -0.042 0.987 -1.795  C3 1.083
10 H 1.029 0.436 1.479  C5 1.096
11 H 2.045 -1.585 0.416  N2 1.026
12 H 1.600 0.772 -1.092  C3 1.091
13 H -0.405 2.087 0.529  C4 1.080
14 H -0.778 -1.023 -0.542  C7 1.102
15 H -0.231 -0.675 1.898  C5 1.090
16 H -2.510 0.293 1.814  C6 1.087
17 H -2.726 2.119 1.506  C6 1.081
18 H 1.461 -1.973 -1.131  N2 1.036

Calculated values
- Highest occupied orbital energy (alpha / beta): -13.85 / -13.84 eV
- ⟨S²⟩: 0.75
- Multiplicity: 2
- Total charge: +1
- HOMO-LUMO gap (alpha / beta): 10.402 / 4.700 eV

Here are the Mulliken charges for atoms 1 to 6, given in e: -0.541, -0.038, -0.382, -0.220, -0.969, -0.754